DFT (wB97M-V/def2-TZVPD) results for a 2-piece molecular cluster, C5H9IN3 overall at a distorted geometry.

Geometry as XYZ:
```
18
Properties=species:S:1:pos:R:3:forces:R:3
C 0.542 0.819 -0.267 -0.278 2.414 1.613
C -0.963 2.774 -0.051 -2.722 2.578 0.521
C -0.317 -0.192 -0.120 2.372 -1.710 -0.623
C 1.353 -2.129 -0.402 -4.174 0.745 1.386
C -1.758 2.485 1.189 -1.375 -1.010 1.227
N -0.062 2.057 -0.502 2.000 -1.008 -1.589
N 2.165 -2.390 -1.388 0.122 -2.068 2.069
N 0.778 -3.055 0.363 0.411 0.277 0.562
I -2.137 -0.647 -0.773 -0.011 -0.271 -0.055
H 1.638 0.891 0.027 -1.596 -0.536 -0.815
H -1.393 3.733 -0.631 1.538 -2.112 0.882
H -1.186 1.774 1.885 -1.230 0.461 -1.232
H -2.827 2.151 0.828 2.096 -0.157 0.662
H -2.098 3.294 1.874 0.870 0.218 -0.933
H 2.250 -1.738 -2.051 0.398 3.357 -2.853
H 2.967 -2.974 -1.378 0.352 -1.347 0.347
H 0.138 -2.795 1.140 0.919 -0.021 -1.117
H 0.911 -4.059 0.259 0.308 0.192 -0.053
```
Forces are in eV/Å.

Values from the calculation:
calculated total energy: -17889.76779 eV
F_max: 0.0868 hartree/bohr
energy above the lowest of the compared OMol25 structures with the same formula, charge and spin: 5.487 eV
spin multiplicity: 1
Kohn-Sham gap (spin up / spin down): 7.14 / 7.14 eV
highest occupied orbital energy (spin up / spin down): -12.246 / -12.247 eV
charge: +1

Let us look at the natural (NBO) charges, expressed in e, one per atom: atom 1 (C): -0.113, atom 2 (C): 0.219, atom 3 (C): -0.210, atom 4 (C): 0.450, atom 5 (C): -0.734, atom 6 (N): -0.409, atom 7 (N): -0.775, atom 8 (N): -0.770, atom 9 (I): 0.446, atom 10 (H): 0.276, atom 11 (H): 0.215, atom 12 (H): 0.237, atom 13 (H): 0.257, atom 14 (H): 0.268, atom 15 (H): 0.402, atom 16 (H): 0.411, atom 17 (H): 0.428, atom 18 (H): 0.402